Record 1
{"formula": "C6HMnO6", "method": "ωB97M-V/def2-TZVPD", "elements": ["O", "C", "Mn", "C", "O", "C", "O", "C", "O", "C", "O", "H", "O", "C"], "coordinates": [[-0.0399, 5.1842, 0.6172], [-0.0097, 4.0435, 0.7165], [0.0226, -0.8088, -0.4995], [0.0636, -2.4564, 0.1158], [0.0436, -3.5765, 0.3907], [-0.1051, -1.4213, -2.3229], [-0.1067, -1.0768, -3.4290], [1.7365, -0.4158, -0.1757], [2.8116, -0.0276, 0.0976], [-1.6936, -0.4190, -0.2637], [-2.7732, -0.0151, 0.0698], [0.0133, 0.7844, -0.2285], [0.0067, 0.1287, 3.0319], [0.0302, 0.0765, 1.8797]], "atomic_forces_ev_per_a": [[0.07, -2.81, 0.25], [-0.07, 2.76, -0.24], [0.41, 2.94, -1.27], [-0.13, -9.52, 4.92], [0.15, 3.24, -1.39], [-0.01, 0.72, -7.82], [-0.09, -1.42, 3.99], [10.90, 3.42, 1.07], [-4.95, -1.58, -0.79], [-12.24, 3.79, 1.40], [6.00, -1.94, -1.26], [-0.07, 0.62, -0.26], [0.02, 0.05, -4.09], [0.01, -0.28, 5.50]], "mulliken_spin": [0.00, 0.00, 4.18, 0.04, 0.15, 0.01, 0.13, -0.02, 0.14, 0.06, 0.21, 0.03, -0.03, 0.10], "total_charge": 1, "de_lowest_kcal_mol": 36.8, "homo_lumo_gap_ev": [5.973, 7.742], "e_tot_ha": -1831.1217, "lumo_energy_ev": [-5.195, -8.026], "multiplicity": 6}

Record 2
{"formula": "C5H7N3O2", "method": "ωB97M-V/def2-TZVPD", "elements": ["O", "C", "N", "C", "C", "C", "N", "C", "N", "H", "H", "H", "H", "H", "O", "H", "H"], "coordinates": [[3.9143, 0.6458, -0.4452], [2.6303, 0.3246, -0.4523], [1.6032, 1.1483, -0.4571], [0.4858, 0.3290, -0.4664], [-0.8938, 0.9236, -0.4359], [-1.9577, -0.0854, -0.3979], [-2.8054, -0.8679, -0.5198], [0.8626, -0.9820, -0.5105], [2.2465, -0.9675, -0.4728], [3.9961, 1.6285, -0.4833], [-1.0124, 1.5750, 0.4441], [-1.0580, 1.5593, -1.3202], [0.2913, -1.9032, -0.4921], [2.8637, -1.7683, -0.4545], [-3.8559, -0.6974, 2.4639], [-3.2483, 0.0651, 2.4708], [-4.0623, -0.9276, 1.5291]], "atomic_forces_ev_per_a": [[0.77, 1.03, -0.04], [-1.51, 0.39, -0.07], [0.43, -0.26, 0.12], [0.35, -0.45, -0.15], [0.02, 0.29, 0.18], [-0.93, -0.92, -0.78], [1.09, 1.01, 0.44], [-0.50, 0.07, 0.36], [0.39, -0.29, -0.10], [-0.23, -1.02, 0.07], [0.13, -0.14, -0.23], [0.01, -0.20, 0.24], [0.15, 0.27, -0.05], [-0.18, 0.25, -0.05], [-0.03, 0.11, -0.47], [-0.52, -0.64, -0.37], [0.55, 0.50, 0.89]], "lowdin_charge": [0.11, -0.48, 0.15, -0.31, -0.12, -0.21, 0.16, -0.05, 0.12, 0.14, 0.13, 0.13, 0.12, 0.16, -0.10, 0.03, 0.01], "total_charge": 0, "de_lowest_kcal_mol": 11.0, "homo_lumo_gap_ev": 9.277, "e_tot_ha": -509.4819, "lumo_energy_ev": 0.470, "smiles": "N#CCc1c[nH]c(O)n1.O", "multiplicity": 1}

Q: Which value of multiplicity does entry 1 give?
A: 6

Q: What is the multiplicity in the first record?
A: 6

Please write out number 1 again, unchanged.
{"formula": "C6HMnO6", "method": "ωB97M-V/def2-TZVPD", "elements": ["O", "C", "Mn", "C", "O", "C", "O", "C", "O", "C", "O", "H", "O", "C"], "coordinates": [[-0.0399, 5.1842, 0.6172], [-0.0097, 4.0435, 0.7165], [0.0226, -0.8088, -0.4995], [0.0636, -2.4564, 0.1158], [0.0436, -3.5765, 0.3907], [-0.1051, -1.4213, -2.3229], [-0.1067, -1.0768, -3.4290], [1.7365, -0.4158, -0.1757], [2.8116, -0.0276, 0.0976], [-1.6936, -0.4190, -0.2637], [-2.7732, -0.0151, 0.0698], [0.0133, 0.7844, -0.2285], [0.0067, 0.1287, 3.0319], [0.0302, 0.0765, 1.8797]], "atomic_forces_ev_per_a": [[0.07, -2.81, 0.25], [-0.07, 2.76, -0.24], [0.41, 2.94, -1.27], [-0.13, -9.52, 4.92], [0.15, 3.24, -1.39], [-0.01, 0.72, -7.82], [-0.09, -1.42, 3.99], [10.90, 3.42, 1.07], [-4.95, -1.58, -0.79], [-12.24, 3.79, 1.40], [6.00, -1.94, -1.26], [-0.07, 0.62, -0.26], [0.02, 0.05, -4.09], [0.01, -0.28, 5.50]], "mulliken_spin": [0.00, 0.00, 4.18, 0.04, 0.15, 0.01, 0.13, -0.02, 0.14, 0.06, 0.21, 0.03, -0.03, 0.10], "total_charge": 1, "de_lowest_kcal_mol": 36.8, "homo_lumo_gap_ev": [5.973, 7.742], "e_tot_ha": -1831.1217, "lumo_energy_ev": [-5.195, -8.026], "multiplicity": 6}

Please write out number 2 again, unchanged.
{"formula": "C5H7N3O2", "method": "ωB97M-V/def2-TZVPD", "elements": ["O", "C", "N", "C", "C", "C", "N", "C", "N", "H", "H", "H", "H", "H", "O", "H", "H"], "coordinates": [[3.9143, 0.6458, -0.4452], [2.6303, 0.3246, -0.4523], [1.6032, 1.1483, -0.4571], [0.4858, 0.3290, -0.4664], [-0.8938, 0.9236, -0.4359], [-1.9577, -0.0854, -0.3979], [-2.8054, -0.8679, -0.5198], [0.8626, -0.9820, -0.5105], [2.2465, -0.9675, -0.4728], [3.9961, 1.6285, -0.4833], [-1.0124, 1.5750, 0.4441], [-1.0580, 1.5593, -1.3202], [0.2913, -1.9032, -0.4921], [2.8637, -1.7683, -0.4545], [-3.8559, -0.6974, 2.4639], [-3.2483, 0.0651, 2.4708], [-4.0623, -0.9276, 1.5291]], "atomic_forces_ev_per_a": [[0.77, 1.03, -0.04], [-1.51, 0.39, -0.07], [0.43, -0.26, 0.12], [0.35, -0.45, -0.15], [0.02, 0.29, 0.18], [-0.93, -0.92, -0.78], [1.09, 1.01, 0.44], [-0.50, 0.07, 0.36], [0.39, -0.29, -0.10], [-0.23, -1.02, 0.07], [0.13, -0.14, -0.23], [0.01, -0.20, 0.24], [0.15, 0.27, -0.05], [-0.18, 0.25, -0.05], [-0.03, 0.11, -0.47], [-0.52, -0.64, -0.37], [0.55, 0.50, 0.89]], "lowdin_charge": [0.11, -0.48, 0.15, -0.31, -0.12, -0.21, 0.16, -0.05, 0.12, 0.14, 0.13, 0.13, 0.12, 0.16, -0.10, 0.03, 0.01], "total_charge": 0, "de_lowest_kcal_mol": 11.0, "homo_lumo_gap_ev": 9.277, "e_tot_ha": -509.4819, "lumo_energy_ev": 0.470, "smiles": "N#CCc1c[nH]c(O)n1.O", "multiplicity": 1}